(1)
{"formula": "C18H29BN5O7S", "method": "the ωB97M-V functional and the def2-TZVPD basis", "elements": ["S", "O", "O", "O", "O", "O", "O", "O", "N", "N", "N", "N", "N", "C", "C", "C", "C", "C", "C", "C", "C", "C", "C", "C", "C", "C", "C", "C", "C", "C", "C", "B", "H", "H", "H", "H", "H", "H", "H", "H", "H", "H", "H", "H", "H", "H", "H", "H", "H", "H", "H", "H", "H", "H", "H", "H", "H", "H", "H", "H", "H"], "coordinates": [[0.0006, 3.5819, -3.3298], [3.1514, -4.0479, 0.7529], [3.3095, 1.0894, -3.4304], [2.7722, -5.4914, 2.4462], [-1.4547, 3.4016, -3.3951], [3.9658, 3.1774, -2.4230], [0.3888, 4.9855, -3.1505], [1.2328, -5.2377, 0.8326], [-1.6602, 5.3052, -0.6221], [-2.2250, -2.2841, 1.1560], [1.8724, 2.1018, -1.5781], [0.7097, 1.6909, 0.2288], [3.1157, 0.8293, 0.1007], [-1.8280, 4.3027, 0.1583], [-2.3385, 4.6749, 1.6146], [2.4534, -4.8502, 1.2932], [0.4181, 1.1469, 1.5781], [-0.3352, -1.2527, 2.3790], [-1.5667, -2.2702, 2.4783], [1.6053, -6.1819, 2.8856], [-0.1484, 2.4279, -0.6336], [1.9523, 1.4949, -0.3480], [-2.3574, -2.8085, -1.0565], [-1.6071, 2.7943, -0.2537], [0.8225, -6.3583, 1.6150], [-3.4203, -1.7385, 0.7271], [-0.7267, 0.0329, 1.5702], [-1.5273, -2.9518, 0.1421], [0.6949, 2.9841, -4.9119], [-3.6008, -2.0197, -0.7005], [0.6118, 2.6870, -1.8677], [3.0702, 2.1028, -2.4848], [-0.1663, 2.6315, -5.5501], [2.9759, 0.3452, 0.9909], [-0.0526, -1.0255, 3.4533], [-2.3147, -1.9629, 3.2586], [1.1035, 3.8959, -5.4372], [-1.4909, 5.0474, 2.2441], [-2.1118, -3.1957, -2.0720], [3.7817, 1.5263, -4.1697], [1.0860, -7.2752, 1.0829], [-0.9637, -0.1792, 0.4937], [4.8777, 2.8850, -2.2395], [-1.9144, 2.1421, 0.6151], [-0.5404, -3.4391, 0.2906], [-0.2542, -6.3433, 1.7815], [-1.6147, 0.4899, 2.0910], [-1.3623, 4.9547, -1.5425], [1.3104, 0.6846, 2.0723], [-4.4341, -1.7383, -1.3822], [-4.1139, -1.1491, 1.3762], [3.3187, 0.0699, -0.5713], [1.8670, -7.1313, 3.3507], [-3.0499, 5.5368, 1.4491], [-2.9468, 3.8598, 2.0846], [1.0822, -5.5607, 3.6177], [1.4355, 2.1500, -4.8217], [-1.2294, -3.3127, 2.7207], [0.1373, 2.0336, 2.2202], [0.5310, -1.8086, 1.9262], [-2.2979, 2.5503, -1.1063]], "gap_ev": 7.71, "energy_ha": -1926.57011, "charge": 1}


(2)
{"formula": "C2H3BrN2O3", "method": "the ωB97M-V functional and the def2-TZVPD basis", "elements": ["Br", "O", "O", "O", "N", "N", "C", "C", "H", "H", "H"], "coordinates": [[-2.0564, 0.1145, 1.0965], [-2.5354, -2.0794, -0.6457], [0.4439, -1.6980, -0.9473], [-1.2428, -2.6620, 1.0417], [-1.9032, -1.9953, 0.3341], [0.6982, -0.5881, -0.6156], [0.9578, 0.5176, -0.4809], [1.3249, 1.8272, 0.0191], [0.9387, 2.6477, -0.7617], [0.9017, 2.1054, 1.0602], [2.4727, 1.8105, -0.1003]], "de_lowest_kcal_mol": 83.2, "gap_ev": 7.75, "energy_ha": -2987.01138}


(3)
{"formula": "C26H42As3CrN5O5", "method": "the ωB97M-V functional and the def2-TZVPD basis", "elements": ["As", "As", "As", "Cr", "O", "O", "O", "O", "O", "N", "N", "N", "N", "N", "C", "C", "C", "C", "C", "C", "C", "C", "C", "C", "C", "C", "C", "C", "C", "C", "C", "C", "C", "C", "C", "C", "C", "C", "C", "C", "H", "H", "H", "H", "H", "H", "H", "H", "H", "H", "H", "H", "H", "H", "H", "H", "H", "H", "H", "H", "H", "H", "H", "H", "H", "H", "H", "H", "H", "H", "H", "H", "H", "H", "H", "H", "H", "H", "H", "H", "H", "H"], "coordinates": [[-3.8018, -0.6704, -3.2926], [1.0947, 1.8270, -4.3558], [0.2439, -1.1035, -0.0673], [-0.1334, 0.2879, 2.2139], [1.1347, -1.8214, 3.7380], [3.5131, 3.0389, -1.0723], [1.9390, -0.9333, 5.5639], [1.5800, 2.0468, 0.1342], [1.8430, 0.5980, 1.8957], [1.2527, -0.9455, 4.5144], [0.5073, 0.1524, 4.2109], [0.8124, 1.3205, 6.2838], [-0.3261, 2.3070, 4.5898], [-0.8388, 2.2157, 3.2010], [-4.0816, 1.0588, -4.1397], [-1.9108, -0.8048, 2.6006], [-1.0029, 1.3325, -2.0128], [4.1960, 2.0614, -0.4797], [5.8706, 0.0349, 0.6630], [-2.6760, -1.5662, 3.4859], [0.4230, -0.7670, -1.9974], [-0.6750, -2.8419, -0.1137], [4.5242, 0.2168, 1.1215], [6.3421, 0.8494, -0.3927], [-4.1594, -2.7888, 5.4115], [-2.9246, -2.1037, 5.8176], [-4.4644, -0.4250, -1.4341], [-2.2415, -1.4360, 4.8175], [-0.2317, 0.3291, -4.2175], [5.4949, 1.7629, -1.0035], [-4.6343, -2.9236, 4.1151], [2.3176, 1.3129, 0.8869], [-3.7874, -2.4020, 3.1169], [0.3358, 1.2429, 4.9748], [3.7357, 1.2261, 0.5942], [2.0316, -1.6877, 0.0408], [0.5204, 2.4148, -6.1349], [-0.7266, -0.0139, -2.7658], [-1.8746, -1.0612, -2.9529], [2.6516, 0.9040, -5.0384], [-1.5191, -1.8450, -3.5925], [7.4083, 0.6966, -0.6128], [2.6312, -0.7757, -0.0751], [1.1632, 3.2340, -6.5188], [-2.7557, -1.9624, 6.9378], [-1.2561, 1.1640, -1.0001], [4.0350, -0.2432, 1.9747], [0.6080, -1.6368, -2.6210], [3.5122, 1.5306, -4.8611], [-3.9076, -2.5528, 2.0440], [-5.5551, -0.5643, -1.3716], [-3.4917, 0.9813, -5.0816], [2.8101, -0.0439, -4.5122], [-2.3880, -0.8796, 1.6111], [-1.7198, -2.7392, 0.1699], [-0.2760, -3.5837, 0.5222], [-0.4863, 2.7846, -6.3174], [1.7559, 0.9676, 6.5771], [0.1274, -0.6824, -4.5915], [2.5121, 3.0003, -0.6833], [-0.4446, 2.9730, 2.6476], [-4.3273, 0.5882, -1.0042], [0.7062, 1.6028, -6.8691], [-4.8111, -3.2743, 6.1065], [-3.7090, 1.9117, -3.6147], [-0.6176, -3.1608, -1.1756], [5.8440, 2.1710, -1.9315], [-1.8243, 2.3504, 3.1799], [-4.0092, -1.0633, -0.7061], [-1.9539, -1.6243, -1.9563], [2.0209, -2.4911, -0.7524], [-1.3610, -0.8502, 4.8971], [-5.1444, 1.0058, -4.3949], [-1.9203, 1.8508, -2.3782], [2.6012, 0.6942, -6.2041], [-5.4453, -3.6388, 3.9257], [1.3545, -0.1845, -2.0277], [-1.0509, 0.7242, -4.8684], [6.4941, -0.7349, 1.1259], [0.4108, 2.1570, 6.7320], [-0.1678, 2.0653, -2.2167], [2.2738, -2.1665, 0.9666]], "multiplicity": 4, "de_lowest_kcal_mol": 33.0, "gap_ev": [5.32, 5.36], "energy_ha": -9417.45849, "charge": -1}


(4)
{"formula": "C5H6ClN", "method": "the ωB97M-V functional and the def2-TZVPD basis", "elements": ["Cl", "N", "C", "C", "C", "C", "C", "H", "H", "H", "H", "H", "H"], "coordinates": [[2.2069, 0.5399, 0.4475], [-1.8054, 0.1319, 0.1581], [-1.8714, -1.2820, -0.0066], [0.5554, 0.2249, -0.0035], [0.1034, -0.3590, -1.1622], [-0.5660, 0.6421, 0.8742], [-1.3211, -0.4483, -1.0623], [-2.8657, -1.7028, 0.0629], [-0.6073, 1.7248, 0.9560], [0.7930, -0.6871, -1.9521], [-1.1155, -1.9044, 0.4612], [-1.9414, -0.3860, -1.9489], [-0.5442, 0.1878, 1.8695]], "de_lowest_kcal_mol": 41.4, "gap_ev": 9.75, "energy_ha": -708.99818}


(5)
{"formula": "C25H32FGe2IrNOS", "method": "the ωB97M-V functional and the def2-TZVPD basis", "elements": ["Ir", "Ge", "Ge", "S", "F", "O", "N", "C", "C", "C", "C", "C", "C", "C", "C", "C", "C", "C", "C", "C", "C", "C", "C", "C", "C", "C", "C", "C", "C", "C", "C", "C", "H", "H", "H", "H", "H", "H", "H", "H", "H", "H", "H", "H", "H", "H", "H", "H", "H", "H", "H", "H", "H", "H", "H", "H", "H", "H", "H", "H", "H", "H", "H", "H"], "coordinates": [[-1.5631, 0.0289, 0.4724], [2.0847, 0.7999, -1.8310], [0.9062, -0.1765, 0.1173], [-0.9731, 3.2026, 1.0443], [-4.5933, 0.6558, -4.6596], [-1.8805, 1.9190, 1.1251], [-1.8661, -1.8416, 1.1101], [2.2743, -2.7132, 0.5765], [1.5204, -0.1136, 4.2909], [-2.1131, -4.2830, 1.9428], [-1.9823, -2.9196, 1.4741], [-2.6356, 1.0123, -3.4458], [1.3331, 0.3730, 1.9294], [-1.7433, 4.1370, -0.2617], [1.1743, -2.1128, -0.0394], [2.0101, 1.1654, 4.5176], [1.7825, 2.7235, -2.0215], [0.3149, -2.9126, -0.7958], [-3.7596, -0.5024, -1.3748], [1.1833, -0.5086, 3.0042], [1.6217, -4.8646, -0.2775], [2.4978, -4.0795, 0.4568], [-1.9221, 0.8089, -2.2820], [-4.4767, -0.3032, -2.5360], [-3.9051, 0.4578, -3.5482], [3.8933, 0.3387, -1.2462], [1.4866, -0.2164, -3.3845], [1.8152, 1.6646, 2.1758], [-1.5348, 4.1049, 2.4681], [2.1627, 2.0552, 3.4598], [-2.4811, 0.0577, -1.2360], [0.5300, -4.2786, -0.9100], [2.2623, 3.2813, -1.2173], [4.0583, -0.7347, -1.3310], [-1.1776, 3.5763, 3.3498], [1.7280, -1.2715, -3.2579], [3.3582, -4.5287, 0.9350], [-5.4615, -0.7263, -2.6785], [2.9677, -2.1168, 1.1597], [-2.7869, 4.3291, -0.0206], [0.8270, -1.5181, 2.8307], [2.2870, 1.4663, 5.5193], [-2.6216, 4.1601, 2.4486], [-2.4269, -4.2819, 2.9864], [4.0764, 0.6576, -0.2202], [-2.8581, -4.8008, 1.3390], [4.6139, 0.8459, -1.8894], [-0.1369, -4.8841, -1.5113], [1.4138, -0.8053, 5.1160], [0.7178, 2.9617, -2.0315], [-0.5146, -2.4703, -1.3372], [-1.1830, 5.0663, -0.3741], [-1.0872, 5.0986, 2.4275], [-1.1481, -4.7808, 1.8417], [-1.6589, 3.5477, -1.1733], [0.4156, -0.1249, -3.5443], [-4.1895, -1.1004, -0.5812], [1.9929, 0.1466, -4.2799], [-0.9212, 1.2080, -2.1968], [-2.2301, 1.5742, -4.2766], [2.5649, 3.0440, 3.6382], [1.9540, 2.3594, 1.3545], [1.7994, -5.9276, -0.3745], [2.2034, 3.0697, -2.9660]], "multiplicity": 2, "de_lowest_kcal_mol": 9.3, "gap_ev": [7.25, 5.91], "energy_ha": -5857.43684, "charge": 2}


(6)
{"formula": "C18H21Cl3OPb", "method": "the ωB97M-V functional and the def2-TZVPD basis", "elements": ["Pb", "Cl", "Cl", "Cl", "O", "C", "C", "C", "C", "C", "C", "C", "C", "C", "C", "C", "C", "C", "C", "C", "C", "C", "C", "H", "H", "H", "H", "H", "H", "H", "H", "H", "H", "H", "H", "H", "H", "H", "H", "H", "H", "H", "H", "H"], "coordinates": [[0.1611, 0.0492, -0.5123], [2.1539, 0.9094, 0.5548], [-0.8164, 2.1636, -0.3647], [2.6704, 4.3949, 0.5237], [0.5816, -1.5785, 0.7102], [-0.4057, -0.3959, -2.9863], [-0.9927, 0.3594, 2.7727], [0.4384, -1.4723, -2.4969], [0.3782, 0.8167, -3.0181], [1.7630, -0.9024, -2.2062], [-0.6368, -0.0513, 5.1733], [0.0599, -2.8828, -2.3646], [2.8091, 1.4726, -2.4888], [-0.6082, 0.3050, 1.6097], [-0.0794, 2.1195, -3.5168], [-1.7766, -0.5180, -3.4877], [-3.3143, 0.5613, 5.6845], [1.7013, 0.5194, -2.5261], [2.9311, -1.6387, -1.7229], [-1.4879, 0.3248, 4.1052], [-2.8433, 0.6306, 4.3869], [-1.1279, -0.1142, 6.4635], [-2.4651, 0.1902, 6.7307], [-0.2706, -2.0340, 0.7537], [3.6304, 1.1066, -1.8660], [0.2010, 2.2119, -4.5724], [-1.7376, -0.5519, -4.5850], [-2.8455, 0.1357, 7.7535], [-4.3618, 0.7972, 5.8929], [-1.1677, 2.2206, -3.4380], [0.4048, -0.2943, 4.9558], [3.5263, -1.9354, -2.5981], [-2.4011, 0.3358, -3.1928], [-2.2571, -1.4328, -3.1265], [3.1734, 1.6142, -3.5115], [2.6499, -2.5419, -1.1697], [3.5568, -1.0235, -1.0653], [-0.4625, -0.4074, 7.2807], [-3.5022, 0.9131, 3.5635], [2.4992, 2.4477, -2.0864], [0.3790, 2.9461, -2.9621], [0.2383, -3.3699, -3.3339], [-1.0025, -3.0003, -2.1112], [0.6559, -3.4002, -1.6050]], "de_lowest_kcal_mol": 0.0, "gap_ev": 5.23, "energy_ha": -2347.02737, "charge": -2}


(7)
{"formula": "C3H7NO2S", "method": "the ωB97M-V functional and the def2-TZVPD basis", "elements": ["S", "O", "O", "N", "C", "C", "C", "H", "H", "H", "H", "H", "H", "H"], "coordinates": [[2.2598, 1.1912, -1.1112], [-1.8308, -1.7907, -0.4750], [-2.0389, 0.1214, 0.9815], [0.4105, 0.1965, 1.6432], [0.4759, 0.7844, -0.7474], [0.1369, -0.3092, 0.3377], [-1.4255, -0.5654, 0.1689], [1.3828, 0.3645, 1.9165], [0.2014, 1.8735, -0.5466], [2.5481, 0.3380, -2.0321], [-2.6729, -1.6024, -0.9149], [0.1729, 0.3259, -1.6700], [0.6641, -1.2481, 0.1134], [-0.2843, 0.3203, 2.3360]], "de_lowest_kcal_mol": 47.7, "gap_ev": 9.24, "energy_ha": -721.88661}